--- 1 ---
Formula: C6H10N
Source: the Open Molecules 2025 dataset
Level of theory: ωB97M-V with the def2-TZVPD basis set

The geometry in XYZ format:
```
17
Properties=species:S:1:pos:R:3:lowdin_charge:R:1
C -1.264 -0.081 -1.317 0.1668
C -0.440 0.265 -0.312 -0.1518
C 0.886 2.187 -0.479 0.2670
C -1.072 -1.100 -0.270 -0.2657
C -0.296 -2.375 -0.472 -0.0548
C 0.728 1.031 1.628 0.0201
N 0.384 1.189 0.226 -0.0936
H -1.526 0.014 -2.307 0.1027
H 1.580 2.745 0.034 0.0998
H 0.693 2.360 -1.476 0.1111
H -1.917 -1.117 0.293 0.0936
H -0.009 -2.409 -1.621 0.1273
H -0.871 -3.334 -0.214 0.1035
H 0.555 -2.474 0.252 0.0847
H 0.229 0.165 2.034 0.0997
H 0.458 1.958 2.251 0.1425
H 1.879 0.977 1.751 0.1471
```

Summary:
Charge: +1
Structure (SMILES): C=[N+](C)C1=C[C@H]1C
Highest occupied orbital energy (alpha / beta), hartree: -0.5055 / -0.5055

--- 2 ---
Formula: C6H10N
Source: the Open Molecules 2025 dataset
Level of theory: ωB97M-V with the def2-TZVPD basis set

The geometry in XYZ format:
```
17
Properties=species:S:1:pos:R:3:lowdin_charge:R:1
C 0.068 2.659 -0.544 0.1994
C -0.668 1.709 -0.665 -0.1374
C 0.922 0.153 0.754 -0.0646
C -0.283 -0.305 0.459 -0.0517
C 1.753 -0.866 1.569 -0.0584
C -1.611 -0.238 -1.713 0.0331
N -1.268 0.474 -0.388 -0.1029
H 0.636 3.569 -0.775 0.0939
H 1.364 1.154 0.582 0.1114
H -0.559 -1.264 0.710 0.1098
H 2.745 -0.489 1.297 0.0830
H 1.576 -1.855 1.295 0.0483
H 1.630 -0.987 2.712 0.1278
H -1.895 -1.289 -1.427 0.1181
H -2.256 0.319 -2.445 0.1268
H -0.641 -0.421 -2.265 0.1272
H -2.154 0.691 0.179 0.2360
```

Summary:
Charge: +1
Structure (SMILES): C#C[N@@H+](C)/C=C/C
Highest occupied orbital energy, hartree: -0.5389

--- 3 ---
Formula: C6H10N
Source: the Open Molecules 2025 dataset
Level of theory: ωB97M-V with the def2-TZVPD basis set

The geometry in XYZ format:
```
17
Properties=species:S:1:pos:R:3:lowdin_charge:R:1
C 1.694 -1.016 -1.776 0.1338
C -2.618 -0.016 0.453 0.0251
C -0.139 -0.220 -0.559 0.0179
C 1.308 -0.171 -0.750 -0.3159
C -1.178 0.022 0.280 -0.1506
C 2.151 0.477 0.277 -0.0474
N -1.758 0.847 1.342 0.1583
H 1.085 -1.591 -2.528 0.1074
H 2.733 -1.238 -1.826 0.0667
H -3.481 0.395 -0.028 0.1341
H -2.817 -0.965 0.976 0.1436
H -0.571 -0.916 -1.247 0.1133
H 2.149 0.032 1.298 0.1085
H 1.706 1.465 0.535 0.1006
H 3.117 0.520 -0.061 0.0529
H -1.893 1.819 1.313 0.1556
H -1.488 0.554 2.300 0.1962
```

Summary:
Charge: +1
Structure (SMILES): C=C(C)/C=C1/C[NH2+]1
Highest occupied orbital energy, hartree: -0.4792

Of all the structures shown, which is most stable? 3, and 2 is the least stable.